a:
ORCA calculation (ωB97M-V with the def2-TZVPD basis set) on an isolated ion of composition C5H8NS and charge +1.

Values from the calculation:
LUMO   -5.15 eV
SMILES   C=[N+]1C=C(C)SC1
Kohn-Sham gap   0.2604 Ha
Charge   +1

Cartesian coordinates (Å):
C 2.470 0.073 0.045
N 1.172 0.273 -0.091
C 0.261 -0.758 -0.191
C -1.270 -0.072 -0.206
C -2.369 -1.074 0.044
S -1.238 1.525 0.013
C 0.692 1.612 0.033
H 3.234 0.773 0.281
H 2.797 -0.942 -0.064
H 0.293 -1.845 -0.425
H -2.539 -1.067 1.143
H -1.958 -2.039 -0.246
H -3.346 -0.870 -0.388
H 1.049 2.049 0.880
H 0.754 2.361 -0.827

=====

b:
ORCA calculation (ωB97M-V with the def2-TZVPD basis set) on an isolated ion of composition C5H8NS and charge +1.

Values from the calculation:
LUMO (alpha / beta)   -6.61 / -6.70 eV
Kohn-Sham gap (alpha / beta)   0.2470 / 0.2420 Ha
Charge   +1

Cartesian coordinates (Å):
C 1.379 -0.660 -0.002
C 0.059 1.184 0.016
C 1.666 -1.950 0.120
C -0.814 2.300 0.060
C -1.127 -0.907 -0.156
N 0.074 -0.092 -0.058
S 2.584 0.660 -0.040
H 2.695 -2.262 0.189
H 0.938 -2.739 0.176
H -1.566 2.246 -0.734
H -0.261 3.233 -0.050
H -1.325 2.346 1.028
H -1.833 -0.471 -0.863
H -1.611 -0.987 0.817
H -0.859 -1.902 -0.503

=====

Most favorable structure: a. The second most favorable one is 9.6 kcal/mol above it.